(1)
Entry from OMol25: a 2-piece molecular cluster, C6H15NO overall at a distorted geometry (wB97M-V/def2-TZVPD).

Summary:
SMILES: C=C(CCC)NC.O
Kohn-Sham gap: 0.3342 Eh
HOMO energy: -8.311 eV
Largest force on an atom: 0.1274 hartree/bohr

ORCA input file:
```
! wB97M-V def2-TZVPD RIJCOSX def2/J DEFGRID3
* xyz 0 1
C 0.666 -1.974 1.630
C 1.484 -1.117 0.713
C 1.075 -0.899 -0.751
C -0.240 -0.379 -1.072
C -1.310 -1.196 -1.029
C 0.595 1.882 -0.492
N -0.217 0.992 -1.424
H 1.297 -2.638 2.097
H 0.249 -1.490 2.532
H -0.103 -2.280 0.892
H 1.950 -0.113 1.009
H 2.480 -1.472 0.682
H 1.374 -1.816 -1.334
H 1.793 -0.355 -1.388
H -2.321 -1.058 -1.148
H -1.159 -2.242 -0.684
H 0.351 1.485 0.606
H 0.577 2.845 -0.800
H 1.671 1.565 -0.552
H -1.089 1.337 -1.647
H -1.576 1.577 0.950
H -1.472 2.182 2.335
O -2.016 2.204 1.553
*
```

***

(2)
Entry from OMol25: a 2-piece molecular cluster, C16H32F3N3O4P overall at a distorted geometry (wB97M-V/def2-TZVPD).

Summary:
Kohn-Sham gap: 0.2746 Eh
HOMO energy: -12.667 eV
Largest force on an atom: 0.1661 hartree/bohr

ORCA input file:
```
! wB97M-V def2-TZVPD RIJCOSX def2/J DEFGRID3
* xyz 1 1
C 6.258 -2.292 2.290
O 6.610 -1.958 0.892
C 5.400 -1.447 0.166
C 5.197 0.116 0.617
C 3.694 0.723 0.375
C 2.463 -0.297 0.742
N 1.978 -1.587 0.119
C 0.748 -2.101 0.838
P -0.377 -3.621 0.542
N -1.193 -4.107 1.888
O 0.584 -4.926 -0.117
O -1.645 -3.175 -0.618
N 0.308 -1.224 1.993
C 1.355 -0.105 1.937
C 1.326 1.193 2.977
C 0.572 2.419 2.125
O -0.708 1.812 1.633
C 0.238 3.736 3.045
F -1.028 3.522 3.787
F -0.005 4.880 2.095
F 1.339 4.128 3.976
H 5.148 -1.953 2.544
H 6.949 -1.760 3.074
H 6.271 -3.467 2.373
H 4.530 -2.170 0.463
H 5.697 -1.499 -0.982
H 5.928 0.758 -0.076
H 5.564 0.351 1.728
H 3.588 1.651 1.118
H 3.629 1.168 -0.705
H 2.438 -2.066 -0.709
H -0.908 -3.484 2.676
H 1.318 -4.458 -0.639
H -1.608 -2.183 -0.783
H -0.515 -1.335 2.645
H 2.400 1.491 3.344
H 0.705 0.912 3.944
H 1.249 2.633 1.191
H -0.592 1.509 0.669
C -3.903 2.590 -0.914
C -4.497 1.203 -1.106
C -3.595 0.267 -1.915
C -3.316 0.712 -3.356
C -4.557 0.918 -4.227
C -5.368 -0.352 -4.427
H -3.762 3.105 -1.868
H -4.572 3.204 -0.302
H -2.937 2.533 -0.405
H -5.483 1.286 -1.575
H -4.663 0.756 -0.118
H -4.043 -0.733 -1.922
H -2.634 0.162 -1.395
H -2.670 -0.038 -3.829
H -2.736 1.642 -3.345
H -4.233 1.281 -5.212
H -5.197 1.702 -3.808
H -4.759 -1.136 -4.887
H -6.220 -0.156 -5.086
H -5.764 -0.733 -3.480
*
```

***

Q: Among the records above, which one has the highest largest force on an atom?
A: C16H32F3N3O4P

***

Q: Which of these has the lowest HOMO energy?
A: C16H32F3N3O4P

***

What did the first record say?
Entry from OMol25: a 2-piece molecular cluster, C6H15NO overall at a distorted geometry (wB97M-V/def2-TZVPD).

Summary:
SMILES: C=C(CCC)NC.O
Kohn-Sham gap: 0.3342 Eh
HOMO energy: -8.311 eV
Largest force on an atom: 0.1274 hartree/bohr

ORCA input file:
```
! wB97M-V def2-TZVPD RIJCOSX def2/J DEFGRID3
* xyz 0 1
C 0.666 -1.974 1.630
C 1.484 -1.117 0.713
C 1.075 -0.899 -0.751
C -0.240 -0.379 -1.072
C -1.310 -1.196 -1.029
C 0.595 1.882 -0.492
N -0.217 0.992 -1.424
H 1.297 -2.638 2.097
H 0.249 -1.490 2.532
H -0.103 -2.280 0.892
H 1.950 -0.113 1.009
H 2.480 -1.472 0.682
H 1.374 -1.816 -1.334
H 1.793 -0.355 -1.388
H -2.321 -1.058 -1.148
H -1.159 -2.242 -0.684
H 0.351 1.485 0.606
H 0.577 2.845 -0.800
H 1.671 1.565 -0.552
H -1.089 1.337 -1.647
H -1.576 1.577 0.950
H -1.472 2.182 2.335
O -2.016 2.204 1.553
*
```

***

Q: Which value of Kohn-Sham gap does entry 1 give?
A: 0.3342 Eh